Formula: C6H15N2
Source: OMol25
Level of theory: ωB97M-V/def2-TZVPD

```
23
Properties=species:S:1:pos:R:3
C 0.170 -0.122 1.032
N 1.428 -0.761 1.440
C 2.041 -0.358 2.771
C 0.293 -0.073 -0.511
N -0.148 1.377 -1.058
C -1.493 1.265 -1.752
C -1.974 -0.188 -1.526
C -0.611 -1.026 -1.292
H 0.143 0.817 1.584
H -0.738 -0.769 1.305
H 1.373 -1.806 1.446
H 2.017 0.720 2.930
H 1.574 -1.059 3.569
H 3.206 -0.606 2.663
H 1.249 -0.599 -0.698
H 0.747 1.526 -1.615
H 0.150 1.872 -0.174
H -2.139 2.036 -1.341
H -1.255 1.569 -2.791
H -2.482 -0.649 -2.345
H -2.567 -0.228 -0.666
H -0.950 -1.866 -0.791
H -0.031 -1.071 -2.179
```

Values from the calculation:
**Net charge**: +1
**E_HOMO**: -12.39 eV
**HOMO-LUMO gap**: 9.19 eV
**Structure (SMILES)**: CNC[C@H]1CCC[NH2+]1